# 1
C30H45N4O4SbZr as an isolated structure at a distorted geometry, computed with wB97M-V/def2-TZVPD.

```
! wB97M-V def2-TZVPD RIJCOSX def2/J DEFGRID3
* xyz 0 1
Zr 0.0311 -1.0961 -0.3715
N -1.8015 -0.9814 -1.9062
C -1.1869 -1.1700 -3.2511
C -0.1676 -2.3333 -3.1920
O -0.1916 -3.1476 -4.1104
N 0.5950 -2.2777 -2.0971
C 1.2972 -3.4874 -1.6525
C 1.1324 -3.8166 -0.1490
O 1.5152 -4.9013 0.2379
O 0.6195 -2.8976 0.6383
H -2.3027 -1.8465 -1.7003
H -2.5094 -0.2534 -1.8797
H -0.6914 -0.2346 -3.5057
H -1.9347 -1.3468 -4.0225
H 2.3706 -3.4167 -1.8399
H 0.9175 -4.3428 -2.2134
C -2.0043 -4.1050 1.2076
C -3.1295 -3.1092 1.1740
C -4.4490 -3.5499 1.0729
C -5.5131 -2.6665 1.0356
C -5.2762 -1.3020 1.0988
C -3.9800 -0.8170 1.2079
C -3.7213 0.6627 1.3035
C -2.9215 -1.7331 1.2549
N -1.6015 -1.1751 1.3366
C -1.0767 -0.9674 2.4861
C -1.7193 -1.3683 3.7813
C 0.2643 -0.3017 2.6044
C 0.8266 -0.1460 3.9960
N 0.8264 0.1366 1.5363
C 2.0476 0.8440 1.6916
C 3.2231 0.1760 1.9198
C 3.2460 -1.3062 2.0793
C 4.3750 0.9431 2.0725
C 4.3426 2.3285 2.0240
C 3.1265 2.9745 1.8408
C 1.9589 2.2348 1.6756
C 0.6249 2.9246 1.5311
H -2.3940 -5.1108 1.0644
H -1.4528 -4.0778 2.1492
H -1.2592 -3.9141 0.4362
H -4.6297 -4.6162 1.0172
H -6.5252 -3.0403 0.9540
H -6.1016 -0.6013 1.0661
H -4.6282 1.2240 1.0852
H -2.9414 0.9861 0.6116
H -3.3850 0.9494 2.3034
H -2.7204 -1.7612 3.6290
H -1.7640 -0.5254 4.4696
H -1.1090 -2.1388 4.2553
H 0.8832 -1.1033 4.5145
H 0.1795 0.5059 4.5859
H 1.8168 0.2913 3.9736
H 2.5809 -1.6273 2.8862
H 4.2528 -1.6362 2.3240
H 2.8951 -1.7880 1.1726
H 5.3161 0.4333 2.2437
H 5.2556 2.8962 2.1458
H 3.0712 4.0565 1.8260
H 0.7621 3.9851 1.3259
H 0.0343 2.8403 2.4488
H 0.0278 2.4886 0.7219
C 2.1241 4.3635 -1.1446
C 2.3660 3.3183 -2.2246
Sb 1.1103 1.5660 -2.1097
C -0.6418 2.6822 -2.8016
C -1.4375 3.1785 -1.5970
C 1.8587 0.6769 -3.9212
C 2.0120 1.6034 -5.1204
H 2.8042 5.2105 -1.2630
H 2.2837 3.9500 -0.1503
H 1.1069 4.7591 -1.1899
H 3.3991 2.9657 -2.1988
H 2.1832 3.7381 -3.2137
H -1.2639 2.0253 -3.4147
H -0.3400 3.5102 -3.4473
H -1.7541 2.3452 -0.9602
H -2.3385 3.7177 -1.9002
H -0.8536 3.8497 -0.9617
H 1.2298 -0.1768 -4.1721
H 2.8155 0.2560 -3.6037
H 1.0560 2.0450 -5.4117
H 2.3910 1.0500 -5.9822
H 2.7091 2.4190 -4.9294
O 1.8529 -0.8973 -0.4078
*
```

Its HOMO-LUMO gap is 6.44 eV. As for the molecular weight: 738.70 g mol⁻¹. The LUMO energy is -1.1 eV. The relative energy (zero: lowest compared OMol25 entry of this formula, charge and spin) is 3.0113 eV. The energy comes out at -53810.8156 eV.

# 2
C30H45NO2P2Re as an isolated structure at a distorted geometry, computed with wB97M-V/def2-TZVPD.

```
! wB97M-V def2-TZVPD RIJCOSX def2/J DEFGRID3
* xyz 2 4
P -0.0647 -2.0416 -1.5366
P -0.4062 1.1661 -0.8449
C 0.1306 -0.7499 -2.8641
C 0.3674 0.6941 -2.4474
H -0.7750 -0.8154 -3.4774
H 0.9763 -1.0833 -3.4753
H 1.4397 0.9355 -2.3991
H -0.0949 1.3759 -3.1654
C -1.8314 2.2403 -1.2916
H -1.9392 3.0062 -0.5144
H -2.7449 1.6339 -1.3109
H -1.6816 2.7186 -2.2681
C 0.8289 2.3916 -0.2982
H 0.8523 3.2590 -0.9761
H 1.8053 1.8946 -0.2779
H 0.5591 2.6960 0.7188
C -0.9844 -3.4917 -2.1677
H -0.7161 -4.3691 -1.5619
H -0.7762 -3.6874 -3.2267
H -2.0616 -3.3186 -2.0462
C 1.6789 -2.6396 -1.4549
H 2.3428 -1.8077 -1.1786
H 1.9993 -3.0357 -2.4311
H 1.7722 -3.4284 -0.6987
Re -1.0777 -0.7974 -0.0210
C 0.2859 1.1456 -5.4475
C -1.0546 1.1742 -5.2971
C -2.0389 0.4733 -6.1876
C -1.6978 -0.9884 -6.5911
C -0.9426 -1.8065 -5.5880
C 0.3996 -1.9002 -5.5425
C 1.3795 -1.0659 -6.3215
C 1.0236 0.4324 -6.5377
C 0.1900 -1.7634 1.3193
H 0.9372 1.7986 -4.8487
H -1.5251 1.8593 -4.5813
H -2.2005 1.0381 -7.1244
H -3.0151 0.4854 -5.6796
H -2.6519 -1.4967 -6.7955
H -1.1613 -0.9538 -7.5483
H -1.5561 -2.4282 -4.9246
H 0.8706 -2.7039 -4.9553
H 1.5657 -1.4932 -7.3244
H 2.3523 -1.1330 -5.8056
H 1.9817 0.9620 -6.6686
H 0.4964 0.5236 -7.4960
H 0.7786 -0.9822 1.8378
H 0.8588 -2.5656 0.9704
H -0.5345 -2.2002 2.0343
C 3.9112 1.0634 5.5332
C 2.8160 0.0287 5.4913
C 3.1484 -1.3036 5.7290
C 2.1918 -2.3178 5.6381
C 0.8933 -1.9900 5.2760
C 0.5320 -0.6451 5.0513
N -0.7280 -0.4063 4.5240
C -1.6010 0.6714 4.7352
C -1.9771 1.1421 5.9980
C -2.8682 2.2105 6.0898
C -3.4151 2.7826 4.9352
C -3.0586 2.3156 3.6678
C -2.1252 1.2974 3.6018
C -1.4054 0.9470 2.3291
O -2.0389 0.1777 1.5012
O -0.2498 1.3953 2.1902
C 1.4909 0.3916 5.2028
C 1.1341 1.8116 4.9254
H 3.9756 1.6254 4.5888
H 3.7595 1.7878 6.3478
H 4.8819 0.5765 5.6969
H 4.1810 -1.5472 5.9805
H 2.4685 -3.3544 5.8363
H 0.1327 -2.7638 5.1567
H -1.1666 -1.1785 4.0266
H -1.5729 0.6515 6.8851
H -3.1477 2.5925 7.0713
H -4.1316 3.5962 5.0130
H -3.4884 2.6988 2.7440
H 1.0235 1.9899 3.8440
H 0.1876 2.1093 5.3926
H 1.9060 2.4866 5.3157
*
```

Its HOMO-LUMO gap (spin up / spin down) is 6.97 / 4.81 eV. As for the molecular weight: 699.85 g mol⁻¹. The LUMO energy (spin up / spin down) is -6.2 / -8.4 eV. The energy comes out at -58114.9258 eV.

# 3
C30H45NO2P2RhS2 as an isolated structure at a distorted geometry, computed with wB97M-V/def2-TZVPD.

```
! wB97M-V def2-TZVPD RIJCOSX def2/J DEFGRID3
* xyz 1 5
Rh 0.8996 2.0214 -0.0380
C 2.3244 0.2304 0.9979
C 2.8553 1.3196 0.1494
C 2.6826 2.0579 2.3809
C 2.2846 0.6994 2.3381
C 3.1183 2.4272 1.0809
C 2.2311 -1.1931 0.5930
H 2.0839 -1.3108 -0.4910
H 1.4099 -1.7276 1.0973
H 3.1896 -1.6766 0.8811
C 2.0383 -0.1341 3.5450
H 3.0171 -0.4273 3.9749
H 1.4703 -1.0452 3.3157
H 1.4811 0.4177 4.3177
C 2.7527 2.8967 3.6126
H 3.4094 2.4645 4.3801
H 1.7488 2.9965 4.0574
H 3.1079 3.9094 3.3848
C 3.9513 3.6138 0.7663
H 4.5057 3.9192 1.6660
H 3.3388 4.4556 0.4498
H 4.6835 3.3845 -0.0253
C 3.4516 1.1356 -1.1985
H 4.0891 1.9789 -1.4659
H 2.6799 1.0745 -1.9684
H 4.0350 0.2154 -1.2602
C -2.2614 -4.5657 -0.9209
C -1.0427 -4.9365 -1.3359
C -0.3876 -4.6379 -2.6514
C -0.8220 -3.2816 -3.2678
C -0.7792 -2.1463 -2.2376
C -1.9676 -1.7825 -1.5818
C -3.2946 -2.3344 -1.8147
C -3.3682 -3.9085 -1.6915
H -0.6203 -5.4306 -3.3895
H -1.8369 -3.4256 -3.6590
H 0.7135 -4.6851 -2.5310
H -3.4975 -4.3250 -2.7001
H -2.5527 -4.8345 0.1041
H -0.4681 -5.5853 -0.6723
H -4.3016 -4.1396 -1.1501
H -3.9681 -1.8954 -1.0539
H -1.8848 -0.9628 -0.8389
H -3.6860 -2.0030 -2.7883
H -0.1812 -3.0548 -4.1352
H 0.1389 -2.1775 -1.6371
P -0.4459 0.0152 -2.7519
C -1.6802 -0.1524 -4.1566
C 1.0086 0.2856 -3.7947
P -0.2282 2.9854 -1.4071
C -1.2068 1.5645 -2.1207
C 0.7230 4.1052 -2.4778
C -1.6464 3.9996 -0.9304
H -2.6655 0.2369 -3.8566
H -1.7900 -1.1855 -4.5097
H -1.3102 0.4635 -4.9874
H 0.6718 0.3253 -4.8396
H 1.6963 -0.5643 -3.6839
H 1.4911 1.2282 -3.5197
H -2.0487 4.4326 -1.8534
H -1.2908 4.7920 -0.2659
H -2.4048 3.3810 -0.4354
H -1.8779 1.1989 -1.3164
H -1.8537 1.9935 -2.9212
H 1.4262 4.6639 -1.8337
H 0.0945 4.8312 -3.0101
H 1.3027 3.5085 -3.1931
O -0.5920 -2.5148 1.6929
S -1.6340 -1.5152 1.8187
O -2.9466 -1.8502 1.3122
N -1.1048 -0.0476 1.2429
C -1.0353 0.8849 2.1874
S -0.4955 2.4660 1.7828
C -1.3999 0.4295 3.5303
C -1.3345 1.0794 4.7713
C -1.6038 0.3476 5.9310
C -1.9085 -1.0197 5.8641
C -2.0025 -1.6749 4.6268
C -1.7465 -0.9263 3.4766
H -1.0921 2.1375 4.8042
H -1.5660 0.8395 6.9007
H -2.0508 -1.5941 6.7878
H -2.2238 -2.7406 4.5464
*
```

Its HOMO-LUMO gap (spin up / spin down) is 5.80 / 5.64 eV. As for the molecular weight: 680.68 g mol⁻¹. The LUMO energy (spin up / spin down) is -3.1 / -4.3 eV. The relative energy (zero: lowest compared OMol25 entry of this formula, charge and spin) is 0.0000 eV. The energy comes out at -80669.8798 eV.